# 1
258
Properties=species:S:1:pos:R:3 method="wB97M-V/def2-TZVPD" smiles=CC1(C)CCCC(C)(C)N1O.CC1(C)CCCC(C)(C)N1O.CC1(C)CCCC(C)(C)N1O.CC1(C)CCCC(C)(C)N1O.CC1(C)CCCC(C)(C)N1O.CC1(C)CCCC(C)(C)N1O.CC1(C)CCCC(C)(C)N1O.CCCC#N.CCCC#N.CCCC#N.CCCC#N
C 6.489 1.983 -0.938
C 7.207 2.957 -1.860
C 8.706 2.598 -1.823
C 6.620 2.974 -3.299
C 5.186 3.624 -3.358
C 5.277 5.078 -2.857
C 5.925 5.162 -1.468
C 6.290 6.602 -1.160
C 4.855 4.677 -0.484
N 7.172 4.410 -1.401
O 7.560 4.402 -0.037
H 6.816 0.958 -1.191
H 6.754 2.240 0.110
H 5.431 1.931 -1.039
H 9.234 3.446 -2.287
H 9.104 2.492 -0.796
H 8.861 1.659 -2.352
H 7.303 3.577 -3.924
H 6.593 1.983 -3.703
H 4.818 3.491 -4.366
H 4.600 2.962 -2.717
H 4.274 5.486 -2.824
H 5.855 5.646 -3.613
H 5.428 7.199 -1.459
H 7.161 6.837 -1.753
H 6.516 6.774 -0.102
H 4.015 5.382 -0.443
H 5.314 4.567 0.492
H 4.506 3.712 -0.834
H 8.500 4.714 -0.066
C 3.595 -3.649 3.696
C 5.063 -3.538 3.169
C 5.736 -4.909 3.456
C 5.057 -3.213 1.641
C 4.679 -1.751 1.334
C 5.558 -0.819 2.170
C 5.555 -1.062 3.703
C 6.623 -0.226 4.436
C 4.145 -0.690 4.243
N 5.911 -2.522 3.878
O 5.724 -2.887 5.307
H 3.542 -3.237 4.714
H 3.035 -3.009 3.046
H 3.235 -4.667 3.702
H 5.438 -5.309 4.411
H 5.523 -5.655 2.685
H 6.818 -4.792 3.500
H 6.059 -3.470 1.220
H 4.328 -3.812 1.098
H 4.746 -1.513 0.277
H 3.606 -1.612 1.570
H 5.280 0.204 1.930
H 6.603 -0.993 1.895
H 6.393 0.823 4.252
H 7.649 -0.447 4.071
H 6.625 -0.420 5.532
H 3.982 0.395 4.222
H 3.937 -1.006 5.263
H 3.348 -1.123 3.641
H 6.646 -3.023 5.563
C -2.915 -6.149 2.109
C -3.467 -4.787 1.556
C -2.237 -3.821 1.305
C -4.375 -4.950 0.334
C -5.096 -3.684 -0.132
C -5.987 -3.190 1.018
C -5.166 -2.967 2.317
C -4.321 -1.679 2.120
C -6.168 -2.838 3.492
N -4.418 -4.222 2.591
O -3.569 -3.908 3.792
H -2.358 -6.018 3.037
H -3.775 -6.823 2.318
H -2.287 -6.632 1.341
H -2.557 -2.852 0.957
H -1.650 -3.645 2.206
H -1.562 -4.205 0.516
H -3.840 -5.415 -0.492
H -5.192 -5.639 0.591
H -4.428 -2.895 -0.425
H -5.738 -3.871 -1.003
H -6.883 -3.785 1.219
H -6.296 -2.157 0.769
H -4.968 -0.849 2.383
H -4.047 -1.562 1.089
H -3.487 -1.661 2.793
H -6.657 -3.829 3.616
H -6.954 -2.103 3.243
H -5.681 -2.557 4.442
H -3.809 -4.668 4.338
C -5.660 4.598 -0.996
C -4.579 3.595 -1.370
C -3.326 3.939 -0.602
C -4.899 2.113 -1.071
C -3.890 1.135 -1.730
C -3.881 1.372 -3.271
C -3.519 2.806 -3.647
C -2.033 3.008 -3.380
C -3.823 3.095 -5.170
N -4.441 3.727 -2.886
O -4.063 5.105 -3.165
H -5.333 5.641 -1.061
H -6.478 4.479 -1.691
H -6.003 4.350 0.020
H -2.712 4.670 -1.129
H -3.616 4.425 0.362
H -2.694 3.084 -0.427
H -4.848 1.958 0.017
H -5.918 1.879 -1.375
H -2.916 1.363 -1.292
H -4.089 0.053 -1.593
H -4.890 1.113 -3.648
H -3.171 0.729 -3.797
H -1.860 2.996 -2.289
H -1.741 3.952 -3.786
H -1.485 2.207 -3.893
H -3.514 4.125 -5.354
H -4.881 2.973 -5.419
H -3.199 2.442 -5.775
H -4.932 5.445 -3.344
C -2.151 -2.828 -7.194
C -1.805 -4.209 -6.537
C -2.434 -5.360 -7.399
C -0.280 -4.364 -6.495
C 0.309 -3.371 -5.457
C -0.220 -3.735 -4.046
C -1.773 -3.575 -4.024
C -2.316 -4.104 -2.721
C -2.173 -2.076 -4.077
N -2.324 -4.353 -5.152
O -3.753 -3.985 -5.213
H -1.485 -2.058 -6.818
H -2.003 -2.871 -8.277
H -3.173 -2.572 -6.891
H -2.416 -6.292 -6.836
H -3.476 -5.190 -7.608
H -1.892 -5.477 -8.333
H -0.041 -5.407 -6.236
H 0.014 -4.202 -7.538
H 1.389 -3.392 -5.612
H -0.068 -2.361 -5.584
H 0.249 -3.068 -3.299
H -0.002 -4.776 -3.771
H -1.979 -5.149 -2.517
H -3.407 -4.028 -2.667
H -1.855 -3.488 -1.932
H -1.827 -1.561 -4.988
H -1.690 -1.592 -3.213
H -3.237 -1.935 -4.022
H -4.108 -4.795 -4.827
C -4.657 5.541 6.544
C -5.214 4.288 5.771
C -6.200 3.535 6.583
C -5.926 4.752 4.473
C -6.247 3.581 3.496
C -5.003 2.750 3.187
C -4.236 2.227 4.425
C -4.985 1.062 5.031
C -2.825 1.752 4.022
N -4.068 3.406 5.375
O -3.419 2.956 6.580
H -5.439 6.284 6.701
H -4.241 5.253 7.535
H -3.863 6.032 5.957
H -7.084 4.125 6.876
H -6.598 2.687 6.069
H -5.695 3.205 7.484
H -6.848 5.274 4.707
H -5.238 5.481 4.030
H -6.979 2.945 4.012
H -6.799 3.963 2.647
H -4.300 3.295 2.574
H -5.240 1.880 2.560
H -6.059 1.243 4.945
H -4.804 0.977 6.099
H -4.764 0.140 4.482
H -2.302 1.341 4.890
H -2.267 2.617 3.661
H -2.913 0.993 3.230
H -2.530 3.231 6.358
C 0.398 -1.263 2.101
C 0.449 -0.288 0.958
C -0.981 -0.013 0.412
C 1.211 0.983 1.414
C 1.464 1.926 0.265
C 2.351 1.218 -0.800
C 1.689 -0.120 -1.293
C 0.471 0.243 -2.176
C 2.685 -0.956 -2.149
N 1.261 -0.933 -0.122
O 0.553 -2.125 -0.620
H 1.409 -1.534 2.410
H -0.080 -0.790 3.003
H -0.130 -2.204 1.889
H -1.693 0.408 1.145
H -0.956 0.706 -0.386
H -1.388 -0.994 0.093
H 0.581 1.471 2.163
H 2.118 0.684 1.914
H 0.472 2.102 -0.162
H 1.876 2.865 0.617
H 3.315 1.003 -0.372
H 2.565 1.789 -1.703
H -0.009 1.185 -1.922
H -0.284 -0.525 -2.086
H 0.768 0.335 -3.251
H 3.589 -1.180 -1.587
H 2.954 -0.367 -3.044
H 2.210 -1.864 -2.508
H 0.909 -2.798 -0.020
C 1.756 7.228 -0.591
C 1.086 5.952 -0.135
C 0.292 5.234 -1.277
C 1.091 4.592 -2.316
N 1.785 4.234 -3.153
H 0.986 7.961 -0.877
H 2.460 6.961 -1.424
H 2.391 7.570 0.231
H 0.334 6.170 0.637
H 1.817 5.218 0.241
H -0.385 5.926 -1.785
H -0.275 4.434 -0.779
C 3.195 1.456 -5.302
C 2.317 0.310 -5.912
C 3.269 -0.811 -6.470
C 4.055 -1.580 -5.455
N 4.616 -2.110 -4.605
H 4.116 1.642 -5.924
H 3.603 1.159 -4.312
H 2.733 2.457 -5.226
H 1.616 0.606 -6.692
H 1.781 -0.142 -5.118
H 4.078 -0.336 -7.025
H 2.760 -1.523 -7.145
C -1.325 -1.497 5.486
C -2.379 -1.313 6.559
C -2.107 -2.056 7.880
C -2.016 -3.439 7.689
N -1.956 -4.582 7.593
H -0.429 -1.162 5.968
H -1.531 -0.790 4.686
H -1.189 -2.494 5.047
H -3.373 -1.571 6.213
H -2.336 -0.242 6.850
H -2.802 -1.865 8.712
H -1.128 -1.795 8.317
C 4.034 -4.457 -1.988
C 3.384 -5.823 -1.833
C 3.089 -6.151 -0.350
C 2.096 -5.181 0.103
N 1.185 -4.492 0.376
H 4.926 -4.218 -1.411
H 3.320 -3.647 -1.762
H 4.242 -4.278 -3.028
H 4.032 -6.581 -2.234
H 2.400 -5.863 -2.307
H 4.022 -6.149 0.218
H 2.721 -7.183 -0.322

# 2
119
Properties=species:S:1:pos:R:3 method="wB97M-V/def2-TZVPD" total_charge=+1
Zr 0.418 0.762 -0.084
C -0.106 4.041 3.323
C -0.516 5.261 2.819
C -0.755 5.345 1.464
C -0.588 4.231 0.644
N -0.241 3.022 1.133
C 0.014 2.976 2.454
C -0.869 4.420 -0.802
C -0.673 5.657 -1.412
C -1.105 5.830 -2.716
C -1.702 4.765 -3.368
C -1.773 3.553 -2.704
N -1.363 3.377 -1.451
H 0.129 3.899 4.368
H -0.642 6.124 3.459
H -1.097 6.272 1.028
H 0.351 2.028 2.836
H -0.186 6.465 -0.885
H -0.973 6.781 -3.213
H -2.066 4.853 -4.381
H -2.162 2.675 -3.206
C -2.594 -3.997 0.717
C -2.229 -2.765 1.560
C -2.260 -3.090 3.056
C -3.191 -1.652 1.188
C -4.460 -1.703 1.758
C -5.463 -0.840 1.367
C -5.193 0.087 0.382
C -3.928 0.214 -0.181
C -3.766 1.246 -1.269
C -4.524 0.798 -2.524
C -4.251 2.619 -0.801
C -2.912 -0.650 0.247
N -1.552 -0.572 -0.334
C -1.491 -1.279 -1.422
C -0.370 -1.639 -2.249
C -0.756 -2.176 -3.498
C 0.160 -2.581 -4.432
C 1.515 -2.499 -4.105
C 1.916 -2.031 -2.877
C 1.005 -1.550 -1.922
N 1.485 -1.012 -0.713
C 2.660 -1.776 -0.229
C 2.394 -3.099 0.223
C 3.418 -3.877 0.749
C 4.694 -3.385 0.898
C 4.959 -2.123 0.421
C 4.005 -1.313 -0.207
C 4.715 -0.157 -0.935
C 4.088 1.227 -0.879
C 5.043 -0.558 -2.382
C 1.034 -3.791 0.217
C 0.911 -4.834 -0.902
C 0.766 -4.520 1.540
H -2.085 -4.896 1.064
H -2.342 -3.853 -0.336
H -3.668 -4.182 0.780
H -1.214 -2.460 1.306
H -3.156 -3.648 3.329
H -2.233 -2.184 3.666
H -1.405 -3.706 3.332
H -4.676 -2.465 2.495
H -6.450 -0.909 1.805
H -5.987 0.737 0.037
H -2.712 1.329 -1.514
H -5.598 0.756 -2.336
H -4.209 -0.195 -2.853
H -4.362 1.496 -3.346
H -5.306 2.592 -0.525
H -4.148 3.356 -1.597
H -3.680 2.956 0.065
H -2.435 -1.689 -1.784
H -1.814 -2.253 -3.715
H -0.159 -2.969 -5.389
H 2.264 -2.826 -4.815
H 2.964 -2.015 -2.629
H 3.204 -4.887 1.071
H 5.473 -3.981 1.354
H 5.972 -1.748 0.486
H 5.673 -0.086 -0.420
H 4.151 1.735 -1.839
H 4.553 1.855 -0.123
H 3.052 1.092 -0.626
H 4.182 -0.418 -3.035
H 5.376 -1.595 -2.451
H 5.841 0.081 -2.763
H 0.256 -3.042 0.075
H 1.653 -5.622 -0.757
H 1.060 -4.415 -1.890
H -0.077 -5.300 -0.874
H 1.360 -5.431 1.615
H -0.272 -4.832 1.591
H 0.987 -3.906 2.411
O 2.124 1.021 -3.133
Cl 1.074 1.839 -2.676
O 0.772 2.888 -3.557
O -0.113 1.012 -2.348
O 1.365 2.371 -1.297
C 1.217 -1.329 2.493
C 1.964 -0.034 2.464
C 2.882 0.358 3.386
C 3.327 1.657 3.015
C 2.666 2.021 1.884
C 2.808 3.355 1.212
N 1.792 0.982 1.502
H 1.923 -2.155 2.499
H 0.564 -1.482 1.634
H 0.608 -1.418 3.396
H 3.214 -0.228 4.229
H 4.058 2.263 3.528
H 2.309 4.138 1.790
H 2.417 3.390 0.203
H 3.862 3.625 1.156
N -2.327 1.211 2.440
N -1.159 0.381 2.348
H -2.052 2.107 2.821
H -3.006 0.797 3.074
H -1.496 -0.522 2.040
H -0.741 0.223 3.262

# 3
14
Properties=species:S:1:pos:R:3 method="wB97M-V/def2-TZVPD" de_lowest_kj_mol=443.8
C 0.442 2.025 -0.769
C 0.969 0.066 0.535
C -1.274 -0.284 0.801
C -0.097 -1.926 -0.533
N 1.151 1.319 0.019
N -0.173 -0.836 0.220
Cl -2.854 -0.981 0.600
H 0.721 3.062 -0.985
H 1.946 -0.443 0.421
H 0.905 0.229 1.631
H -1.207 0.618 1.219
H -0.339 1.742 -1.526
H 0.888 -2.364 -0.706
H -1.078 -2.227 -0.929

# 4
14
Properties=species:S:1:pos:R:3 method="wB97M-V/def2-TZVPD" de_lowest_kj_mol=156.3 total_charge=+1
C 1.521 -0.947 0.419
C 1.684 -1.990 -0.358
C 0.194 -0.478 0.877
C -0.397 0.003 -0.453
N 0.109 1.149 -0.967
S -1.456 -1.038 -1.259
Br 3.432 -2.412 -1.067
H 2.365 -0.399 0.735
H -0.569 -1.279 1.225
H 0.451 0.315 1.513
H -1.403 -0.569 -2.454
H 0.925 -2.586 -0.801
H 0.789 1.788 -0.501
H -0.088 1.467 -1.861

HOMO level across the listed records, respectively: -0.3019; -0.3635; -0.2540; -0.4857 Ha.